1.
Formula: C32H28F3N5O4PRu
Source: the Open Molecules 2025 dataset
Level of theory: ωB97M-V with the def2-TZVPD basis set

Each line ends with the Löwdin charge.
Cartesian coordinates (Å):
F -1.1445 -4.7030 0.9657  0.152
F 0.9668 -4.8730 0.4999  0.161
N -5.0751 -2.0996 -4.5860  -0.306
C 1.8564 2.6442 0.8376  -0.191
C -0.3025 1.9755 2.3951  -0.412
H -1.7158 4.9912 2.9834  0.116
P 0.8146 1.1553 1.2514  0.862
C 3.2500 -1.5740 3.1539  -0.049
C -0.1403 -2.5758 0.6891  -0.538
H -2.5750 -1.9651 -5.6718  0.121
H 5.8028 -0.3476 -0.6973  0.111
C 0.0575 -4.1075 1.1222  -0.498
O -0.8384 -1.9198 1.4978  0.030
H -5.9992 -0.6306 -0.0359  0.139
H 0.7899 1.9824 -3.7248  0.105
C 1.9526 0.3159 2.3521  -0.365
H 2.1930 -1.5694 1.2789  0.070
C 3.0968 0.4218 4.4816  -0.039
C 2.4519 -0.9973 2.1702  -0.078
C 3.9937 0.0189 -1.8728  -0.239
H 6.0857 0.0408 -2.4212  0.095
H 1.8588 3.2548 -3.0371  0.105
H -2.2163 0.4285 1.7533  0.083
H 3.6113 -2.5725 2.9810  0.112
C -4.2774 -1.5568 -3.5004  -0.028
H 3.3315 1.0079 5.3659  0.121
C -0.6998 1.3058 3.5577  -0.108
H 5.4836 -1.5853 -1.9647  0.100
N 1.7966 0.2797 -1.4410  -0.141
C 2.3110 1.0140 3.4904  -0.100
H 1.9359 2.0181 3.6815  0.116
O 0.3878 -2.1330 -0.3594  -0.097
H 0.4372 2.6213 -2.0789  0.067
H -1.8282 1.4143 5.3552  0.124
H 1.3428 3.2935 0.1097  0.043
H -6.0522 -1.4395 -2.3483  0.140
C 2.1794 1.3300 -2.2111  -0.334
C -2.8126 0.1323 0.9069  -0.086
C -1.4548 3.9547 3.1037  -0.041
C 3.5606 -0.8801 4.3326  -0.033
H 2.8098 2.3312 0.4137  0.053
C -4.9440 -0.4334 -0.0507  0.051
H 0.9703 -1.1032 -3.3554  0.111
C -4.9884 -1.2732 -2.3409  0.103
C -2.0570 -1.6328 -4.7725  0.064
N -0.8173 -0.7793 -2.3496  0.015
C 3.5710 1.2183 -2.4743  0.051
C -1.8448 3.3017 4.2589  -0.038
H -0.3751 0.2874 3.7367  0.124
H 2.8641 -1.4719 -0.8640  0.170
H 4.1740 -1.3488 5.1155  0.128
F 0.3676 -4.0988 2.4477  0.138
C -0.7030 3.2764 2.1416  -0.085
H -4.6340 0.3260 1.9747  0.139
O -6.2352 -2.3945 -4.2820  0.105
C -0.6986 -1.5079 -4.6433  -0.014
H 4.1573 1.9741 -3.0225  0.143
O -4.5839 -2.2149 -5.7208  0.064
C -0.1100 -1.1298 -3.4537  -0.092
C -2.8710 -0.5785 -1.2818  -0.131
C 1.2544 2.3665 -2.7818  -0.017
C -4.1849 0.0372 1.0149  0.012
H 2.0338 3.2497 1.7463  0.079
C -2.8766 -1.3824 -3.6333  -0.013
C -4.2971 -0.7413 -1.2360  -0.112
N 2.9118 -0.5373 -1.2918  0.085
H -2.4273 3.8089 5.0272  0.124
H -0.5028 3.7210 1.1780  0.102
H -0.0105 -1.7756 -5.4728  0.144
N -2.1374 -0.1909 -0.2283  0.003
C -1.4862 1.9654 4.4801  -0.039
Ru 0.0141 0.0655 -0.4416  1.339
C -2.1747 -0.9056 -2.4641  -0.104
C 5.4154 -0.5004 -1.7404  0.009

The spin multiplicity is 6. The HOMO energy (spin up / spin down) comes out at -11.8 / -14.5 eV. The calculation puts the LUMO energy (spin up / spin down) at -6.8325 / -9.3478 eV. For the energy, the calculation gives -69282.2430 eV. Its net charge is +2. Its expectation value of S² is 8.826.



2.
Formula: C32H28FFeN2O3
Source: the Open Molecules 2025 dataset
Level of theory: ωB97M-V with the def2-TZVPD basis set

Each line ends with the Löwdin charge.
Cartesian coordinates (Å):
C 0.2938 2.7278 -3.2608  -0.103
H -1.7059 3.1378 -3.7915  0.118
H 3.1593 3.1658 0.4358  0.131
H -1.7121 2.5563 0.1670  0.122
H 2.2915 2.4656 -2.5112  0.108
C 0.4856 -2.3935 2.0967  -0.180
H 0.0938 -0.7105 3.3448  0.106
C 0.4826 -3.7849 1.9781  -0.003
H 2.3540 0.0899 -2.7432  0.116
H 1.9859 1.9365 2.3054  0.125
C 2.9696 -0.1518 0.1714  -0.033
H -2.1035 1.1216 -5.0805  0.124
H -3.4332 -0.1475 0.7788  0.123
H -1.4829 -2.2390 0.5888  0.132
O -5.5235 -0.4432 -5.2011  0.121
C 4.7878 0.4489 1.6470  -0.065
C -0.1867 -0.4499 0.5798  -0.122
O -4.6215 1.9552 -1.8400  0.102
C -0.5449 -2.5610 4.2893  -0.048
C 0.1104 1.9019 1.2013  -0.188
C 0.2723 -0.2889 -2.9442  -0.094
C -2.5499 -0.4987 1.3305  -0.117
C 4.1891 0.5007 0.3857  -0.074
H -1.1168 -1.0809 -4.4115  0.128
H -2.3116 1.6153 1.8662  0.130
Fe -3.2027 0.0671 -3.5393  0.169
C -1.4058 1.0708 -4.2148  -0.186
H -0.9398 -2.0537 5.1639  0.110
C -4.5455 -0.1575 -4.6308  -0.179
F 1.1107 -2.2667 -0.2080  0.021
H -0.0439 -5.6532 2.9242  0.116
N -0.4132 0.6488 1.5828  0.132
C 0.0838 3.5175 -0.5591  -0.115
C -3.7944 -1.2935 -2.5935  -0.192
C -0.5721 -3.9526 4.1548  -0.066
H 0.3489 -1.2766 -2.4620  0.105
C 1.4437 2.2844 1.4339  0.034
H 0.8757 -4.2663 1.0797  0.126
H -1.8367 -1.0611 -0.6661  0.097
H -2.9154 -1.2212 2.0741  0.126
C 1.3712 0.5636 -2.7973  -0.085
H -1.0101 -4.5558 4.9560  0.115
H 2.5033 -0.1464 -0.8111  0.080
C -0.8091 -0.1657 -3.8620  -0.095
C 2.3122 -0.7895 1.2294  -0.143
H -0.4631 4.1323 -1.2782  0.124
H 4.6588 1.0246 -0.4447  0.114
N 1.4050 3.4306 -0.6584  0.068
C 2.9400 -0.8826 2.4683  -0.017
C 4.1600 -0.2316 2.6900  -0.053
O -4.3818 -2.0409 -1.9208  0.109
C 0.9531 -1.4599 0.9610  -0.268
H 0.1370 0.0192 -0.3742  0.144
C -4.0573 1.2717 -2.5944  -0.175
H 4.6129 -0.2802 3.6746  0.112
H -1.8555 0.4573 3.1210  0.141
C 1.3676 1.9546 -2.7948  -0.105
H 0.5042 3.8008 -3.3094  0.121
C -1.5429 -1.1611 0.3889  -0.080
C 2.0784 2.9887 0.4158  -0.084
H 2.4683 -1.4400 3.2789  0.115
C -0.9617 2.3319 -3.6923  -0.065
H 5.7487 0.9316 1.8029  0.112
C -0.6467 2.6983 0.3119  0.054
C -1.8429 0.6405 2.0388  -0.083
C 0.0179 -1.7875 3.2614  -0.065
C -0.0439 -4.5642 3.0160  -0.049

The spin multiplicity is 5. The HOMO energy (spin up / spin down) comes out at -9.6 / -11.4 eV. The calculation puts the LUMO energy (spin up / spin down) at -3.3160 / -7.0691 eV. For the energy, the calculation gives -79852.9245 eV. Its net charge is +1. Its expectation value of S² is 6.069.



3.
Formula: C32H29F15MgO18Zr
Source: the Open Molecules 2025 dataset
Level of theory: ωB97M-V with the def2-TZVPD basis set

Each line ends with the Löwdin charge.
Cartesian coordinates (Å):
C 29.5441 -4.6031 -1.3641  0.081
C 32.0801 -9.3115 -4.7968  -0.488
F 32.3830 -9.5032 -6.0838  0.189
O 31.3454 -3.4064 -6.6696  -0.002
C 30.9497 -3.6197 -10.7314  -0.042
O 34.1965 1.5384 -4.9364  0.023
Zr 27.3044 -0.7716 -1.8940  2.234
F 28.9720 -7.6790 -9.7131  0.213
H 24.5657 0.4449 -9.0544  0.085
H 32.2737 2.3681 -6.5357  0.090
H 29.0513 -6.7077 -3.8872  0.096
F 24.6004 -4.8536 -0.3513  0.150
H 33.5929 -0.2332 -5.8765  0.122
C 28.7002 -7.7338 -3.9972  -0.178
C 31.1658 -2.6948 -2.9072  0.100
O 28.7115 0.3250 -6.0969  0.041
C 35.7658 2.4472 -3.3883  -0.570
H 27.2876 -8.6538 -5.4935  0.099
O 29.6651 -1.0494 -2.2894  -0.128
H 30.5719 -3.9981 -11.6812  0.088
F 25.4270 -5.8663 -2.0264  0.201
C 23.8826 0.3419 -8.2113  -0.046
H 23.6410 -4.1222 -6.1262  0.098
H 27.6530 -3.7384 -4.2470  0.135
H 30.5521 -0.9221 -7.3099  0.119
C 27.9345 -7.8029 -5.2799  -0.038
C 26.3158 3.5671 -5.8287  -0.525
C 28.1650 -3.0954 -4.9476  0.071
F 34.6676 2.5069 -2.6835  0.189
O 25.3542 -2.9385 -2.2680  0.010
C 29.1603 -3.3025 -1.4271  -0.317
C 33.6997 0.8414 -6.0251  -0.260
H 22.4378 -2.4634 -4.6406  0.141
Mg 31.4766 -5.1967 -5.8675  0.770
H 23.9601 -1.8530 -4.0310  0.113
F 23.2010 -5.7410 -1.8066  0.180
F 27.6117 3.7804 -6.0775  0.179
H 32.0370 -4.1682 -8.8805  0.105
H 32.7936 -4.7735 -10.3085  0.140
C 24.0604 -3.2075 -5.7073  -0.032
C 29.9239 -1.4657 -6.6197  0.052
O 26.1187 1.3550 -4.7042  0.051
H 31.5475 -2.0037 -3.6442  0.137
O 31.3451 -6.1341 -1.6417  0.159
C 30.7491 -6.4569 -8.8242  -0.198
C 25.8978 2.1191 -5.6801  -0.328
O 29.8567 -8.5586 -4.0892  0.087
O 27.9796 -2.9089 -0.9371  -0.157
C 28.8587 -0.9429 -5.9944  -0.350
O 23.5161 -3.7689 -3.4297  0.060
H 31.3732 -2.6644 -11.0415  0.088
C 30.1295 -7.8308 -9.0908  -0.517
C 35.5293 1.5725 -4.6098  -0.267
H 28.8902 -5.2859 -0.8419  0.143
H 25.1204 -3.3587 -5.5030  0.065
F 31.5591 -10.4698 -4.3106  0.165
C 30.2889 -2.8748 -6.3957  -0.287
C 24.6496 0.4973 -6.8952  -0.209
C 30.0219 -2.3140 -2.2023  -0.301
O 25.1558 1.8142 -6.7210  0.072
C 30.9950 -8.1680 -4.6329  -0.214
C 24.4871 -3.8319 -2.4793  -0.256
C 31.8179 -4.5460 -9.8792  -0.153
H 28.6512 -7.6602 -6.0885  0.065
O 27.2069 -1.3190 -4.1201  -0.188
H 23.9996 -2.4432 -6.4820  0.071
C 31.4310 -4.1354 -3.0477  -0.194
C 30.7883 -5.0963 -1.9577  -0.267
H 31.6411 1.1485 -5.4930  0.075
H 25.4539 -0.2384 -6.8931  0.118
H 28.0477 -7.8929 -3.1387  0.141
C 23.4621 -2.7491 -4.4014  -0.205
F 30.9362 -8.5660 -9.8638  0.192
O 30.7909 -5.9852 -7.6484  0.043
F 25.6194 4.2325 -6.8106  0.149
H 27.2905 -6.9241 -5.3154  0.082
F 36.6574 1.9020 -2.5190  0.144
C 27.9519 -1.7874 -5.0933  -0.257
C 29.2450 -3.7845 -5.6354  -0.242
H 23.0675 1.0515 -8.3536  0.091
H 23.9829 0.0793 -6.1410  0.114
C 24.4072 -5.1196 -1.6819  -0.514
H 31.8399 0.8352 -7.2031  0.070
O 31.1283 -5.8025 -9.9491  0.057
H 23.5204 -0.6771 -8.3470  0.074
F 26.0910 4.1916 -4.6885  0.181
F 36.2933 3.6192 -3.7280  0.197
H 34.3145 0.8832 -6.9242  0.134
O 31.9161 -4.5795 -4.0931  0.029
F 30.0256 -8.5261 -7.9204  0.147
O 31.2377 -7.0035 -5.0816  0.026
O 29.5552 -4.9422 -5.6198  0.057
F 33.1414 -8.9495 -4.0637  0.190
C 32.3144 1.2970 -6.3373  -0.070
H 30.0028 -3.3534 -10.2618  0.077
O 36.4503 1.1377 -5.3481  0.134

The HOMO energy comes out at -13.3 eV. The calculation puts the LUMO energy at -9.6743 eV. For the energy, the calculation gives -117978.2596 eV. Its net charge is +2.